Entry from the Open Molecules 2025 dataset: a gas-phase ion, C3H4NO (charge -1) (the ωB97M-V functional and the def2-TZVPD basis).

Each line ends with the Mulliken charge.
Atoms and positions in Å:
O 2.894 0.419 -0.148  -0.8300
N 1.692 0.102 0.306  0.1305
C 0.433 0.338 0.003  -0.0341
C -0.535 1.241 0.040  -0.8668
C 0.834 -1.074 0.014  -0.2814
H -1.579 0.962 -0.014  0.2451
H 0.899 -1.610 -0.934  0.2388
H -0.315 2.296 0.063  0.2390
H 0.629 -1.724 0.868  0.1588

For the HOMO-LUMO gap, the calculation gives 6.240 eV. The molar mass comes out at 70.07 g mol⁻¹. As for the relative energy (zero: lowest compared OMol25 entry of this formula, charge and spin): 29.5 kcal per mole. The electronic energy comes out at -246.5699 Ha. As for the HOMO energy: -1.6 eV. As for the SMILES: C=C1CN1[O-]. As for the charge: -1.